Entry 1:
ORCA calculation (the ωB97M-V functional and the def2-TZVPD basis) on C35H22BN2O10Zr as an isolated structure.

Frontier orbital gap, eV: 4.64
Calculated total energy, Ha: -2281.0225
ΔE to the lowest compared entry with this formula, charge and spin, eV: 0.651
Highest occupied orbital energy, eV: -3.24
Total charge: -1

Each line ends with the Mulliken charge.
Element x y z (Å)
Zr: -0.129 -1.383 -0.384  1.386
O: 3.182 -3.767 -1.608  -0.649
C: 2.209 -3.180 -0.842  0.869
O: 1.277 -2.457 -1.464  -0.660
C: 2.123 -3.274 0.499  -0.216
C: 2.963 -3.944 1.458  -1.107
C: 2.651 -3.879 2.770  -0.355
C: 1.469 -3.158 3.213  -0.576
C: 0.709 -2.546 2.285  0.310
N: 0.995 -2.556 0.951  0.027
C: -0.565 -1.782 2.552  0.444
O: -1.029 -1.633 3.656  -0.696
O: -1.092 -1.320 1.424  -0.711
H: 3.129 -3.352 -2.478  0.294
H: 3.834 -4.479 1.104  0.462
H: 3.282 -4.373 3.497  0.390
H: 1.177 -3.107 4.252  0.541
O: -1.709 -2.919 -1.040  -0.557
C: -2.708 -2.837 -1.757  -0.415
C: -3.257 -1.664 -2.367  0.763
C: -4.443 -1.791 -3.095  -0.495
C: -5.031 -0.700 -3.670  -0.472
C: -4.451 0.582 -3.532  -0.447
C: -3.292 0.733 -2.836  -0.719
C: -2.635 -0.383 -2.230  0.233
O: -1.540 -0.204 -1.606  -0.319
N: -6.263 -0.857 -4.419  1.022
O: -6.745 -1.974 -4.514  -0.642
O: -6.751 0.139 -4.924  -0.647
H: -3.257 -3.772 -1.957  0.269
H: -4.912 -2.762 -3.203  0.494
H: -4.945 1.429 -3.986  0.499
H: -2.832 1.703 -2.706  0.376
O: 1.490 0.287 -2.133  -0.549
B: 2.141 0.482 -0.879  1.081
O: 3.520 0.353 -1.036  -0.650
C: 3.710 -0.009 -2.342  0.970
C: 4.889 -0.322 -2.974  -1.070
C: 4.805 -0.696 -4.318  -0.453
C: 3.584 -0.746 -4.979  -0.610
C: 2.393 -0.422 -4.324  -0.767
C: 2.490 -0.055 -3.004  0.470
H: 5.831 -0.295 -2.446  0.455
H: 5.710 -0.957 -4.852  0.383
H: 3.553 -1.046 -6.018  0.374
H: 1.433 -0.466 -4.820  0.476
C: 1.248 0.478 0.317  0.233
C: 0.793 1.274 1.201  -0.241
C: 0.240 2.098 2.084  0.700
C: 0.814 2.206 3.447  -0.102
C: 1.362 1.087 4.079  -0.104
C: 1.943 1.192 5.332  -0.803
C: 1.981 2.415 5.989  -0.417
C: 1.439 3.534 5.372  -0.708
C: 0.864 3.432 4.114  -0.278
C: -0.965 2.855 1.672  0.414
C: -1.220 3.127 0.325  -0.292
C: -2.375 3.783 -0.069  -0.621
C: -3.309 4.192 0.876  -0.534
C: -3.070 3.926 2.217  -0.728
C: -1.916 3.264 2.610  -0.326
H: 1.318 0.127 3.581  0.252
H: 2.355 0.309 5.805  0.403
H: 2.427 2.496 6.973  0.369
H: 1.469 4.495 5.872  0.365
H: 0.453 4.312 3.634  0.506
H: -0.500 2.807 -0.420  0.428
H: -2.546 3.981 -1.121  0.407
H: -4.213 4.704 0.570  0.377
H: -3.795 4.224 2.964  0.382
H: -1.755 3.041 3.657  0.513

***

Entry 2:
ORCA calculation (the ωB97M-V functional and the def2-TZVPD basis) on a 9-piece molecular cluster, C41H82N12O9 overall in a non-equilibrium geometry.

Frontier orbital gap, eV: 8.50
Calculated total energy, Ha: -2945.2731
SMILES: [H]/N=C(\N)NCCCC[C@@H]1CNC(=O)[C@@H]1Cc1ccc(C)cc1.CNC(C)=O.CNC(C)=O.CNC(C)=O.CNC(C)=O.CNC(C)=O.CNC(C)=O.CNC(C)=O.CNC(C)=O
Highest occupied orbital energy, eV: -8.16
Total charge: 0

Each line ends with the Mulliken charge.
Element x y z (Å)
H: 1.959 4.604 -5.368  0.216
N: 2.104 3.640 -4.954  -0.614
C: 3.414 3.440 -4.594  0.409
N: 4.407 4.585 -4.880  -0.570
N: 4.006 2.187 -3.988  -0.292
C: 2.971 1.303 -3.329  -0.614
C: 2.123 2.065 -2.111  -0.079
C: 1.662 0.988 -0.963  -0.133
C: 1.244 1.649 0.480  0.184
C: 0.711 3.198 0.400  0.130
C: 0.574 3.982 1.871  -0.450
N: -0.342 5.157 1.547  -0.469
C: -0.879 5.129 0.121  0.120
O: -1.407 6.116 -0.625  -0.598
C: -0.721 3.540 -0.323  0.539
C: -2.110 2.861 0.227  -0.557
C: -2.590 1.732 -0.890  0.453
C: -2.853 2.277 -2.439  -0.318
C: -3.310 1.285 -3.676  -0.774
C: -3.502 -0.349 -3.384  0.768
C: -3.910 -1.298 -4.669  -0.951
C: -3.268 -0.874 -1.841  -0.671
C: -2.827 0.138 -0.586  -0.457
H: 4.947 4.384 -5.759  0.252
H: 3.908 5.497 -4.966  0.270
H: 4.814 2.408 -3.364  0.274
H: 3.546 0.365 -2.867  0.273
H: 2.245 0.872 -4.145  0.296
H: 2.794 2.949 -1.699  0.116
H: 1.191 2.561 -2.661  0.143
H: 2.608 0.290 -0.762  0.009
H: 0.831 0.304 -1.447  0.204
H: 2.150 1.534 1.220  -0.422
H: 0.330 1.007 0.902  0.081
H: 1.450 3.943 -0.157  0.148
H: 0.315 3.301 2.796  0.111
H: 1.664 4.445 1.983  0.282
H: -1.193 4.867 2.084  0.351
H: -0.545 3.646 -1.488  0.018
H: -2.992 3.665 0.248  0.050
H: -2.045 2.397 1.299  0.340
H: -2.687 3.423 -2.646  0.325
H: -3.511 1.675 -4.779  0.195
H: -3.355 -0.872 -5.634  0.322
H: -3.512 -2.377 -4.448  0.209
H: -5.072 -1.230 -4.831  0.262
H: -3.404 -2.028 -1.570  0.253
H: -2.675 -0.241 0.519  0.279
C: 4.390 -3.477 0.041  -1.005
N: 3.850 -2.464 0.916  0.158
C: 2.595 -2.387 1.443  0.798
C: 1.616 -3.475 1.096  -1.594
O: 2.295 -1.448 2.178  -0.488
H: 5.255 -3.925 0.536  0.289
H: 4.716 -2.989 -0.881  0.264
H: 3.662 -4.254 -0.197  0.428
H: 4.452 -1.697 1.194  0.005
H: 0.660 -3.279 1.590  0.315
H: 1.450 -3.497 0.016  0.396
H: 1.993 -4.441 1.444  0.551
C: 0.665 0.403 7.327  -0.807
N: 0.747 1.743 6.799  -0.131
C: 1.162 2.138 5.562  0.285
C: 1.599 1.075 4.592  -0.506
O: 1.170 3.332 5.270  -0.681
H: -0.372 0.214 7.613  0.269
H: 1.298 0.350 8.216  0.270
H: 0.987 -0.350 6.607  0.347
H: 0.468 2.514 7.396  0.259
H: 1.901 1.541 3.650  0.022
H: 2.454 0.529 4.998  0.267
H: 0.770 0.391 4.389  0.330
C: 7.958 2.290 -1.074  -0.903
N: 7.686 0.905 -0.775  -0.149
C: 6.628 0.381 -0.092  0.679
C: 5.588 1.332 0.433  -0.557
O: 6.547 -0.833 0.076  -0.658
H: 8.016 2.397 -2.160  0.280
H: 8.925 2.548 -0.636  0.304
H: 7.191 2.960 -0.683  0.343
H: 8.344 0.204 -1.098  0.254
H: 4.808 0.770 0.954  -0.228
H: 6.044 2.029 1.142  0.475
H: 5.127 1.877 -0.395  0.162
C: -3.235 -3.779 -8.567  -0.893
N: -2.827 -3.623 -7.191  -0.104
C: -1.566 -3.683 -6.674  0.879
C: -0.427 -3.943 -7.621  -1.344
O: -1.391 -3.527 -5.468  -0.627
H: -3.747 -2.864 -8.874  0.284
H: -3.935 -4.617 -8.619  0.302
H: -2.392 -3.967 -9.234  0.335
H: -3.541 -3.445 -6.493  0.198
H: 0.514 -3.963 -7.064  0.286
H: -0.561 -4.912 -8.109  0.372
H: -0.371 -3.145 -8.366  0.351
C: -1.270 -8.496 0.497  -0.858
N: -0.295 -7.436 0.597  -0.148
C: 0.482 -7.104 1.668  0.737
C: 0.338 -7.918 2.923  -1.355
O: 1.269 -6.164 1.585  -0.628
H: -0.968 -9.157 -0.319  0.288
H: -2.235 -8.046 0.256  0.286
H: -1.357 -9.072 1.419  0.336
H: -0.142 -6.844 -0.211  0.221
H: 1.020 -7.536 3.688  0.280
H: -0.685 -7.842 3.303  0.374
H: 0.593 -8.962 2.723  0.380
C: -6.778 1.117 -1.549  -0.428
N: -7.050 -0.269 -1.250  -0.036
C: -8.108 -0.792 -0.567  0.753
C: -9.148 0.159 -0.042  -0.923
O: -8.189 -2.007 -0.399  -0.681
H: -6.720 1.223 -2.635  0.259
H: -5.811 1.374 -1.111  -0.087
H: -7.545 1.787 -1.158  0.335
H: -6.392 -0.970 -1.573  0.129
H: -9.928 -0.403 0.479  0.291
H: -8.692 0.856 0.667  0.083
H: -9.609 0.703 -0.870  0.350
C: -5.866 5.069 1.208  -0.893
N: -6.138 3.683 1.507  0.036
C: -7.196 3.160 2.190  0.907
C: -8.235 4.111 2.716  -1.436
O: -7.276 1.945 2.358  -0.674
H: -5.808 5.175 0.122  0.281
H: -4.899 5.326 1.647  0.269
H: -6.633 5.738 1.599  0.378
H: -5.480 2.982 1.185  0.046
H: -9.016 3.549 3.236  0.320
H: -7.780 4.808 3.424  0.409
H: -8.696 4.655 1.887  0.356
C: 7.397 -0.290 6.075  -0.752
N: 6.359 -1.041 6.741  -0.143
C: 5.153 -1.437 6.243  0.608
C: 4.820 -1.066 4.825  -1.211
O: 4.378 -2.076 6.951  -0.678
H: 8.306 -0.896 6.077  0.276
H: 7.572 0.624 6.646  0.274
H: 7.132 -0.033 5.048  0.277
H: 6.512 -1.326 7.702  0.244
H: 3.828 -1.449 4.570  0.173
H: 4.808 0.022 4.715  0.417
H: 5.548 -1.511 4.142  0.564

***

Entry 3:
ORCA calculation (the ωB97M-V functional and the def2-TZVPD basis) on an isolated molecule of C4H5Cl2FO in a non-equilibrium geometry.

Frontier orbital gap, eV: 10.76
Calculated total energy, Ha: -1250.8339
SMILES: O[C@@H]1C[C@]1(F)C(Cl)Cl
ΔE to the lowest compared entry with this formula, charge and spin, eV: 1.415
Highest occupied orbital energy, eV: -10.38
Total charge: 0

Each line ends with the Mulliken charge.
Element x y z (Å)
O: 0.574 0.316 -1.685  -0.553
C: -0.587 0.313 -0.922  -0.142
C: -0.681 1.165 0.383  -0.786
C: -0.428 -0.313 0.451  0.597
F: -1.356 -1.154 0.866  -0.274
C: 0.930 -0.878 0.685  -0.066
Cl: 1.450 -0.690 2.481  -0.189
Cl: 0.854 -2.681 0.264  -0.181
H: 0.727 1.062 -2.408  0.330
H: -1.582 0.135 -1.364  0.343
H: -1.631 1.384 0.874  0.289
H: 0.078 1.896 0.392  0.282
H: 1.652 -0.554 -0.017  0.349

***

Entry 4:
ORCA calculation (the ωB97M-V functional and the def2-TZVPD basis) on C36H31AsN2PtS2 as an isolated structure.

Frontier orbital gap, eV: 7.32
Calculated total energy, Ha: -4650.8509
ΔE to the lowest compared entry with this formula, charge and spin, eV: 0.028
Highest occupied orbital energy, eV: -14.54
Total charge: +2

Each line ends with the Mulliken charge.
Element x y z (Å)
Pt: 1.015 -1.390 0.225  2.194
C: 4.645 0.544 -1.396  -1.823
C: 3.546 -0.135 -2.202  1.185
C: 4.071 -0.635 -3.556  -1.502
C: 2.896 -1.286 -1.479  0.704
C: 3.417 -1.922 -0.359  -0.328
C: 2.732 -3.024 0.229  -1.265
C: 1.607 -3.641 -0.361  0.805
C: 1.029 -4.920 0.160  -1.592
C: 1.037 -2.961 -1.461  -0.770
C: 1.630 -1.770 -1.942  -0.681
H: 5.014 1.413 -1.938  0.420
H: 5.498 -0.121 -1.244  0.473
H: 4.292 0.881 -0.418  0.362
H: 2.748 0.590 -2.405  -0.357
H: 4.846 -1.391 -3.414  0.386
H: 4.507 0.194 -4.110  0.448
H: 3.278 -1.068 -4.167  0.374
H: 4.333 -1.576 0.101  0.495
H: 3.139 -3.462 1.132  0.528
H: 1.352 -5.745 -0.479  0.363
H: -0.059 -4.900 0.148  0.349
H: 1.373 -5.131 1.171  0.418
H: 0.129 -3.327 -1.923  0.480
H: 1.143 -1.249 -2.757  0.756
S: 1.628 0.672 3.290  -0.073
C: -0.061 0.642 3.794  0.594
C: -0.871 1.455 4.559  -0.663
C: -2.206 1.066 4.678  0.747
C: -3.113 1.921 5.392  -0.362
N: -3.841 2.621 5.936  -0.382
C: -2.683 -0.127 4.102  0.794
C: -1.833 -0.969 3.388  -0.741
C: -0.544 -0.525 3.223  -0.100
S: 0.941 -1.176 2.498  -0.163
C: -4.068 -0.494 4.212  -0.416
N: -5.176 -0.792 4.230  -0.432
H: -0.521 2.362 5.030  0.620
H: -2.197 -1.903 2.989  0.670
C: -5.018 -0.783 0.469  -0.659
C: -4.044 -1.771 0.485  -0.590
C: -2.712 -1.431 0.291  -0.362
C: -2.362 -0.102 0.082  1.029
C: -3.344 0.885 0.016  -0.876
C: -4.671 0.540 0.224  -0.935
As: -0.546 0.364 -0.288  0.056
C: -0.033 1.996 0.565  0.804
C: -0.921 2.739 1.333  -0.788
C: -0.486 3.917 1.928  -0.839
C: 0.824 4.342 1.763  -0.838
C: 1.714 3.591 1.004  -0.599
C: 1.290 2.415 0.411  -0.758
C: -0.547 0.679 -2.188  0.539
C: -1.253 -0.226 -2.980  -0.574
C: -1.259 -0.074 -4.357  -0.636
C: -0.565 0.979 -4.943  -0.668
C: 0.122 1.888 -4.151  -0.713
C: 0.136 1.742 -2.768  -0.361
H: -6.053 -1.045 0.642  0.446
H: -4.324 -2.803 0.655  0.458
H: -1.944 -2.198 0.307  0.443
H: -3.087 1.913 -0.212  0.607
H: -5.436 1.303 0.187  0.489
H: -1.942 2.412 1.475  0.627
H: -1.178 4.508 2.516  0.537
H: 1.154 5.264 2.224  0.443
H: 2.736 3.923 0.879  0.478
H: 1.993 1.817 -0.160  0.382
H: -1.818 -1.033 -2.525  0.401
H: -1.817 -0.766 -4.974  0.464
H: -0.576 1.101 -6.017  0.452
H: 0.639 2.722 -4.606  0.482
H: 0.651 2.473 -2.160  0.541

***

Entry 5:
ORCA calculation (the ωB97M-V functional and the def2-TZVPD basis) on C4H6N2O as an isolated structure.

Frontier orbital gap, eV: 9.52
Calculated total energy, Ha: -340.6411
ΔE to the lowest compared entry with this formula, charge and spin, eV: 4.185
Highest occupied orbital energy, eV: -8.72
Total charge: 0

Each line ends with the Mulliken charge.
Element x y z (Å)
C: 0.831 1.476 -0.839  -1.242
C: 0.128 0.209 -0.475  0.957
C: -1.168 0.141 0.313  -0.717
C: -0.581 -0.805 1.049  0.425
O: -0.881 -1.565 2.100  -0.478
N: 0.729 -0.820 0.392  -0.468
N: 0.494 -1.047 -1.064  -0.439
H: 1.816 1.263 -1.259  0.364
H: 0.937 2.105 0.050  0.283
H: 0.239 2.027 -1.578  0.300
H: -2.106 0.672 0.285  0.338
H: -0.097 -2.088 2.323  0.358
H: -0.336 -1.630 -1.184  0.320

***

Entry 6:
ORCA calculation (the ωB97M-V functional and the def2-TZVPD basis) on C38H34IN2PS2Sr as an isolated structure.

Frontier orbital gap, eV: 6.78
Calculated total energy, Ha: -3044.1806
ΔE to the lowest compared entry with this formula, charge and spin, eV: 0.269
Highest occupied orbital energy, eV: -7.10
Total charge: 0

Each line ends with the Mulliken charge.
Element x y z (Å)
Sr: -1.144 -1.100 1.002  1.207
C: -0.735 1.628 3.390  -1.564
N: -1.762 1.202 2.432  0.901
C: -1.916 2.232 1.395  -0.554
C: -3.009 1.900 0.401  -1.419
N: -2.650 0.779 -0.476  1.096
C: -1.917 1.269 -1.654  -1.055
C: -3.789 -0.013 -0.898  0.051
C: -5.065 0.553 -0.934  -0.129
C: -6.171 -0.193 -1.297  -0.996
C: -6.003 -1.524 -1.644  -0.569
C: -4.739 -2.078 -1.642  -0.830
C: -3.598 -1.342 -1.296  0.430
S: -2.015 -2.143 -1.432  -0.468
C: -2.974 0.868 3.169  0.294
C: -3.928 1.855 3.414  -0.237
C: -5.083 1.578 4.123  -0.982
C: -5.277 0.292 4.610  -0.588
C: -4.320 -0.680 4.399  -0.736
C: -3.135 -0.426 3.693  0.339
S: -1.935 -1.723 3.590  -0.532
H: -1.065 2.513 3.948  0.302
H: 0.181 1.889 2.856  0.388
H: -0.538 0.816 4.091  0.335
H: -0.951 2.315 0.882  -0.056
H: -2.101 3.225 1.832  0.254
H: -3.251 2.799 -0.183  0.250
H: -3.905 1.630 0.953  1.029
H: -2.548 1.954 -2.236  0.321
H: -1.629 0.423 -2.273  0.256
H: -1.020 1.802 -1.342  0.192
H: -5.203 1.592 -0.670  0.379
H: -7.153 0.262 -1.305  0.386
H: -6.856 -2.131 -1.920  0.370
H: -4.599 -3.115 -1.918  0.409
H: -3.773 2.855 3.031  0.301
H: -5.817 2.354 4.294  0.404
H: -6.175 0.046 5.164  0.377
H: -4.463 -1.679 4.789  0.407
I: 2.073 -0.351 2.704  0.197
C: 4.042 -0.720 2.090  0.023
C: 4.861 -0.879 3.174  -0.665
C: 6.257 -0.991 3.031  -0.846
C: 6.797 -0.883 1.790  -0.818
C: 5.973 -0.712 0.649  0.982
C: 6.613 -0.559 -0.603  -0.889
C: 5.887 -0.375 -1.739  -1.157
C: 4.487 -0.420 -1.656  -0.042
C: 3.806 -0.610 -0.479  0.345
P: 1.978 -0.844 -0.743  0.294
C: 1.653 0.805 -1.490  1.880
C: 1.597 1.096 -2.851  -0.120
C: 1.385 2.398 -3.286  -0.793
C: 1.253 3.432 -2.371  -0.621
C: 1.333 3.160 -1.013  -0.372
C: 1.521 1.857 -0.578  -0.889
C: 2.034 -2.062 -2.106  0.197
C: 0.994 -2.151 -3.032  -0.403
C: 0.966 -3.175 -3.968  -0.869
C: 1.965 -4.134 -3.984  -0.570
C: 2.991 -4.071 -3.050  -0.658
C: 3.025 -3.046 -2.119  -0.638
C: 4.548 -0.685 0.752  0.393
H: 4.432 -0.897 4.166  0.387
H: 6.877 -1.125 3.907  0.394
H: 7.869 -0.922 1.642  0.362
H: 7.696 -0.576 -0.628  0.367
H: 6.367 -0.233 -2.698  0.434
H: 3.922 -0.335 -2.577  0.295
H: 1.719 0.309 -3.579  0.453
H: 1.333 2.604 -4.347  0.433
H: 1.094 4.445 -2.715  0.391
H: 1.245 3.961 -0.290  0.409
H: 1.581 1.657 0.486  -0.065
H: 0.172 -1.451 -3.002  0.593
H: 0.143 -3.227 -4.669  0.429
H: 1.938 -4.937 -4.709  0.383
H: 3.769 -4.824 -3.044  0.417
H: 3.837 -3.012 -1.402  0.395

***

highest occupied orbital energy of number 6 (C38H34IN2PS2Sr)?
-7.10 eV

***

The highest calculated total energy belongs to which entry?
C4H6N2O

***

highest occupied orbital energy of number 6 (C38H34IN2PS2Sr)?
-7.10 eV